# C4H6O2

The molecule C4H6O2 (the ωB97M-V functional and the def2-TZVPD basis, OMol25).

Results
**E**: -8337.6947 eV
**Energy relative to the best compared isomer or geometry (same formula, charge and spin)**: 2.7664 eV
**Frontier orbital gap**: 11.1 eV
**Max |F|**: 0.6 eV/Å

Cartesian coordinates (Å):
C  1.9866  -0.8749  0.0644
C  1.2003  0.0342  0.1684
C  -0.0206  0.8597  0.2226
O  -0.4191  1.1524  1.5444
C  -1.0913  0.0923  -0.5996
O  -1.0001  -1.3065  -0.5168
H  2.6882  -1.6722  -0.0278
H  0.1295  1.8385  -0.2477
H  -0.4415  0.3313  2.0528
H  -2.0676  0.3668  -0.1914
H  -1.0350  0.4352  -1.6441
H  -0.0681  -1.5378  -0.6653